Entry 1:
Here is C5H9NO2 as an isolated structure at a distorted geometry from the OMol25 dataset. Energies are from ωB97M-V/def2-TZVPD.

Geometry as XYZ:
```
17
C5H9NO2 ωB97M-V/def2-TZVPD
C 0.8781 0.1635 -0.7026
C -0.1192 1.0437 -1.4226
C 0.6769 -1.6914 -0.2853
H 1.9972 0.0872 0.8444
H 1.6601 -0.1123 -1.4188
C -0.9747 -0.7604 0.8422
O 1.4820 0.7780 0.3938
O 1.6359 -2.0400 0.3616
N -1.0040 -1.9260 0.6149
C -1.3115 0.4505 1.5863
H 0.3663 -2.0289 -1.2720
H -0.4248 1.0758 1.6880
H 0.3873 1.5767 -2.2314
H -2.0795 1.0296 1.0763
H -0.9030 0.4384 -1.8803
H -1.6589 0.1522 2.5766
H -0.6082 1.7635 -0.7711
```

Properties
- relative energy (zero: lowest compared OMol25 entry of this formula, charge and spin) (eV) = 4.323
- strongest force on any atom (Eh/bohr) = 0.1025
- HOMO-LUMO gap (eV) = 8.53
- E_tot (Eh) = -401.01788
- total charge = 0
- highest occupied orbital energy (eV) = -8.1
- LUMO level (eV) = 0.4

=====

Entry 2:
Here is a 25-piece molecular cluster, C25H52Cl48O3PS overall at a distorted geometry from the OMol25 dataset. Energies are from ωB97M-V/def2-TZVPD.

Geometry as XYZ:
```
130
C25H52Cl48O3PS ωB97M-V/def2-TZVPD
H -7.0259 0.3397 0.7485
Cl -2.5653 6.4933 8.6953
Cl -7.8205 6.3468 1.3949
H 1.1092 -3.9279 -3.0492
H 3.9952 -1.8670 -4.4154
H -10.3623 10.6171 0.7824
H -0.4837 7.5761 8.6113
C -6.8726 0.2504 -2.4227
Cl 1.1086 -2.6866 -7.8017
H 11.2539 0.6166 -3.9471
H 6.1794 -5.1483 3.9116
H 3.9396 2.9424 -8.8928
Cl 3.1941 6.4491 1.4682
Cl -5.0892 5.5983 4.7633
C 3.8813 -4.7164 -8.5357
H 3.5576 1.3089 -8.3164
Cl 1.2489 -0.9100 1.1375
C -0.2341 -5.3885 4.0944
H -1.7891 8.6739 9.0904
C -8.2247 3.3823 4.1195
Cl -14.5557 2.1577 3.4383
H -7.5155 3.4366 4.9339
H 10.8942 -4.0466 -1.9029
H 3.1190 -0.4661 2.4940
H -6.8538 1.0156 -3.1848
Cl -3.5188 -0.8259 4.2016
Cl -4.1793 3.7959 6.8828
Cl 0.6058 -1.6237 -2.9137
O 3.7086 -4.6295 -3.7379
Cl -9.2493 1.9547 4.3467
Cl 1.5104 -0.2135 -6.2761
Cl -5.2389 0.0246 -1.8014
Cl -8.8466 9.6808 -0.7471
H 4.4809 -4.6592 3.8357
S 6.2578 -3.1189 -3.4647
H 3.5724 -3.7404 -8.8859
H 2.8957 -1.8290 -1.1244
C 2.6548 -1.3632 2.1104
Cl 1.5859 4.0036 1.5570
H 3.3505 -1.9043 1.4734
H -2.3410 -1.5893 6.0801
H -0.7543 1.4705 2.7801
H -2.4855 1.6875 3.0904
H 0.1576 -2.0561 -5.7402
Cl -7.9988 0.7517 -1.1479
H -9.9413 5.8473 0.5165
Cl 4.2444 -4.6078 -6.8135
Cl -4.9787 0.7268 1.8634
H 6.5415 -8.7963 -4.4918
Cl 10.4257 -0.5313 -2.0706
H -0.5964 -6.3494 3.7610
Cl 9.7174 -3.3408 -3.8116
H -8.8520 4.2633 4.1129
C -1.8163 11.9892 5.6935
P 4.3521 -3.3157 -3.0297
Cl 5.9379 -2.9198 3.2195
H 4.8160 -8.5291 -4.1884
Cl -8.5018 4.5637 -0.8218
C 4.0488 -3.3364 -1.2487
C 1.1303 -1.9397 -6.1904
Cl 5.2905 -5.3660 1.7543
Cl 6.0410 -6.5264 -4.1861
C 4.8685 -7.6345 -11.9608
H 8.1270 -8.2263 5.2154
C 9.8695 -3.7618 -2.0979
H 4.9511 -3.6608 -0.8113
H 4.4769 -5.1239 -4.0105
H -3.6892 -0.5234 6.5146
H 1.8826 -2.4309 -5.5853
H -9.0205 9.7889 1.5933
H -0.6245 -3.6225 -2.7968
C -9.7322 9.7401 0.7816
Cl -4.3818 -2.7473 6.2434
H 5.9133 -7.8956 -12.0435
Cl -1.3041 3.7209 3.1680
H 4.3648 -7.8153 -12.8990
C -3.3742 -1.3396 5.8802
C 1.5699 5.7542 1.3630
H -7.2243 0.5095 2.5152
Cl 5.8230 -7.8494 4.9814
C 0.3775 -3.3348 -2.5098
C 7.4433 -8.2250 4.3790
Cl 0.5920 -3.6196 -0.7885
Cl 6.0546 -8.6718 -2.1965
C -1.5036 7.8759 8.4207
H -2.9962 4.5489 4.9946
H 10.1217 1.6025 -3.0051
Cl -7.3404 3.3077 2.5997
Cl -10.7498 8.3121 1.0105
Cl 1.4038 -5.5909 4.7252
H 9.5991 -2.9142 -1.5035
H -8.9884 6.8511 -0.5798
Cl 2.5777 -5.8736 -8.8631
Cl 2.1872 -2.3916 3.4804
Cl 2.7542 2.9685 -6.8672
H -3.2365 5.8345 6.1902
C 3.8996 2.2939 -8.0299
Cl 4.7501 -5.9081 -11.5816
C -8.9673 6.0086 0.0906
H 4.7654 -5.0351 -9.0527
Cl -0.5871 12.7032 4.6437
O 3.7627 -1.9558 -0.8453
H -12.2733 1.7519 3.8297
C 5.8200 -8.2535 -3.8984
Cl -1.6208 8.4626 6.7544
C -3.6972 5.0034 5.6819
Cl -1.3428 -4.7832 5.3380
C 5.4420 -4.6173 3.3395
O 3.4824 -2.0943 -3.6701
H 0.9598 6.1841 2.1456
H -0.2054 -4.6920 3.2673
H 7.4158 -9.2034 3.9221
Cl 4.1327 -8.6504 -10.7201
Cl 9.0177 0.2089 -4.5314
H -12.8813 0.8539 2.4283
Cl 8.0242 -7.0624 3.1756
H 1.1543 5.9913 0.3945
C 10.3152 0.6207 -3.4118
H -7.2195 -0.6840 -2.8391
H -2.7704 12.0299 5.1890
Cl -12.2465 3.0429 1.8721
C -12.8944 1.8010 2.9471
C -6.6196 0.0765 1.7318
H -1.5451 10.9651 5.9006
Cl -1.9484 12.8553 7.2299
Cl -6.6424 -1.6855 1.9009
C -1.4869 1.9739 3.3898
Cl 5.5232 2.1552 -7.3481
Cl -1.2434 1.4974 5.0691
Cl 8.8194 -5.1127 -1.6532
```

Properties
- strongest force on any atom (Eh/bohr) = 0.0595
- HOMO-LUMO gap (eV) = 3.60
- E_tot (Eh) = -24038.22027
- total charge = -1
- highest occupied orbital energy (eV) = -2.4
- LUMO level (eV) = 1.2

=====

Entry 3:
Here is one molecule with the formula C4H5NO at a distorted geometry from the OMol25 dataset. Energies are from ωB97M-V/def2-TZVPD.

Geometry as XYZ:
```
11
C4H5NO ωB97M-V/def2-TZVPD
H 2.1175 0.4557 0.6306
N -1.4697 -1.6465 -1.0609
C -0.7000 -1.3328 -0.2638
O -0.4447 1.7494 0.5613
H -0.2227 -0.0485 1.4011
C 0.3376 -0.8386 0.7114
C 0.5266 1.4794 -0.1471
H 0.9076 2.3372 -0.8594
H 0.8592 -1.7355 1.2320
C 1.2520 0.1743 -0.0469
H 1.6868 -0.3715 -0.9893
```

Properties
- relative energy (zero: lowest compared OMol25 entry of this formula, charge and spin) (eV) = 1.464
- strongest force on any atom (Eh/bohr) = 0.0569
- HOMO-LUMO gap (eV) = 11.12
- E_tot (Eh) = -285.36079
- total charge = 0
- highest occupied orbital energy (eV) = -10.6
- LUMO level (eV) = 0.5

=====

Entry 4:
Here is one molecule with the formula H2N2O2 at a distorted geometry from the OMol25 dataset. Energies are from ωB97M-V/def2-TZVPD.

Geometry as XYZ:
```
6
H2N2O2 ωB97M-V/def2-TZVPD
O 2.1303 0.2867 -0.7589
N 0.9729 0.3672 -0.6763
H -1.2427 0.6707 0.8435
N -0.9822 -0.3929 0.5870
O 0.3961 -0.4847 0.3953
H -1.2744 -0.4470 -0.3906
```

Properties
- relative energy (zero: lowest compared OMol25 entry of this formula, charge and spin) (eV) = 2.616
- strongest force on any atom (Eh/bohr) = 0.0686
- HOMO-LUMO gap (eV) = 9.87
- E_tot (Eh) = -261.02909
- total charge = 0
- highest occupied orbital energy (eV) = -10.1
- LUMO level (eV) = -0.2